A cluster of 9 separate species, C57H50F8NO2 in total in a non-equilibrium geometry. Source: OMol25; level of theory: ωB97M-V with the def2-TZVPD basis set.

Output
energy: -3206.05703 Eh
frontier orbital gap: 5.913 eV
HOMO energy: -4.05 eV

```
! wB97M-V def2-TZVPD RIJCOSX def2/J DEFGRID3
* xyz -1 1
C -4.01 -10.01 4.97
C 1.15 4.74 -4.79
H -5.48 4.65 4.92
C 6.99 5.45 -3.57
C 2.94 3.27 -5.70
H 4.08 3.32 -5.91
H 0.93 -0.70 -3.27
H 4.09 3.73 -3.08
C -1.26 -5.11 -1.21
H -5.05 -3.72 -3.59
C -4.67 5.37 4.88
C -4.72 6.51 5.69
H -3.74 8.32 6.29
H -2.45 0.32 0.41
C -0.55 1.29 0.33
H -1.79 7.96 4.78
H 5.07 5.37 -4.53
C 6.55 6.38 -5.74
H -4.09 -9.41 1.62
H -4.37 0.41 -2.65
C -2.61 7.24 4.81
H 0.05 4.55 1.02
C -4.57 -0.60 -2.34
F 6.56 4.80 -2.48
H -1.15 -4.10 -0.83
H -5.07 -2.39 0.50
C 0.17 2.47 0.49
F 0.09 0.18 -0.06
H 9.79 6.85 -4.84
H -2.96 -5.57 0.04
C 4.66 1.34 3.77
C 3.23 1.95 -1.81
H 2.96 0.87 5.03
C -4.71 -0.90 -0.99
H -3.65 2.38 1.15
H 3.74 2.26 -0.84
H 2.41 2.81 -6.60
H 1.33 0.82 -5.55
F -1.52 5.93 3.19
C 3.43 2.79 -3.10
C -2.25 -1.92 2.58
H 0.39 4.13 -5.41
C -2.66 -3.24 2.52
C 8.31 5.86 -3.64
C 3.66 0.52 4.28
O -0.50 6.59 -4.69
C 2.31 0.68 -1.91
H -2.19 -7.93 2.26
C 0.75 6.33 -4.77
C -5.10 -3.21 -1.50
C -2.39 -7.23 -1.19
C -0.52 -6.90 -2.66
H -2.93 -1.13 2.26
H -0.65 -0.58 3.09
H 4.30 -2.29 2.49
C 1.62 0.22 -3.24
H 6.07 -0.81 1.56
C 7.88 6.79 -5.82
C -4.42 -10.09 3.64
H -2.59 -9.13 6.34
C -0.12 -2.64 3.43
F -1.26 -7.67 4.67
C 8.76 6.53 -4.77
C -2.58 2.40 0.96
H 8.98 5.65 -2.81
C -3.59 5.18 4.03
C -1.91 1.25 0.55
H -5.26 -10.72 3.37
H 1.09 4.42 -3.68
H -5.31 -4.22 -1.17
H 0.13 -4.77 3.67
H 4.76 2.36 4.14
C -2.94 -9.19 5.31
C -1.87 3.59 1.13
H 1.24 2.48 0.31
C -1.82 -4.27 2.92
H -4.57 -1.41 -4.33
H -3.54 4.31 3.39
H -4.52 -10.58 5.73
H 0.16 -7.27 -3.42
H -1.64 -8.74 -2.51
F 2.58 -1.58 4.29
C -3.69 7.44 5.66
O 1.74 7.30 -4.80
C 3.54 -0.78 3.80
H 0.88 -2.41 3.78
H 5.87 6.59 -6.55
H 6.30 1.51 2.40
C -4.95 -2.93 -2.86
H 2.14 0.07 -0.96
N 2.52 4.67 -5.37
C -4.97 -2.19 -0.56
C 2.72 2.33 -4.42
C -4.68 -1.63 -3.28
C -2.57 6.12 4.00
C -0.39 -5.60 -2.18
C 4.41 -1.27 2.84
C -2.30 -8.46 4.33
C -2.70 -8.52 3.01
F -3.90 -3.53 2.09
C 5.53 0.86 2.80
F -4.59 0.09 -0.08
H 8.23 7.32 -6.70
H 0.40 -4.96 -2.57
H -2.17 -5.29 2.87
C -2.27 -5.93 -0.71
C -0.50 3.62 0.89
C 6.10 5.70 -4.61
C -0.97 -1.62 3.03
F -3.36 -8.02 -0.71
H -2.39 4.49 1.44
H -5.57 6.66 6.36
C -0.54 -3.97 3.36
H 2.48 5.16 -6.28
C -3.77 -9.34 2.66
C 5.40 -0.44 2.33
C -1.52 -7.72 -2.16
C 1.82 1.07 -4.54
*
```